The following is a quantum chemistry calculation of 6 unconnected molecules or ions with the total composition C41H100N7O7P2 in a non-equilibrium geometry, from OMol25.

XYZ file:
```
157
Properties=species:S:1:pos:R:3:mulliken_charge:R:1
C -7.15 0.14 -2.75 -0.9623
C -7.57 -0.31 -4.15 -0.6970
C -7.06 -1.72 -4.49 -0.5630
C -5.67 -1.70 -5.18 -0.7098
C -4.60 -2.63 -4.61 -0.8616
C -4.49 -2.62 -3.09 -0.1137
C -3.26 -3.42 -2.63 -0.5954
O -2.14 -2.53 -2.50 -0.4958
C -1.83 -2.05 -1.20 0.0661
P -1.18 -0.34 -1.32 0.8880
O -1.15 0.24 0.03 -0.7205
O -2.10 0.39 -2.37 -0.5042
O 0.24 -0.40 -2.02 -0.5017
C -2.97 -2.04 -0.19 -0.8799
O -3.87 -1.01 -0.34 -0.3442
N -4.02 -0.25 1.02 0.3341
O -5.07 0.16 1.11 -0.1958
N -3.77 -3.35 -0.22 0.3161
C -3.48 -4.27 -1.38 0.0983
C -4.68 -5.21 -1.55 -1.6710
P -2.07 -5.41 -0.94 0.4560
O -2.47 -6.28 0.18 -0.5224
H -7.60 1.10 -2.48 0.4507
H -6.07 0.27 -2.69 0.0979
H -7.43 -0.62 -2.01 0.2627
H -8.66 -0.29 -4.20 0.3747
H -7.22 0.40 -4.89 0.3494
H -7.07 -2.35 -3.60 0.2968
H -7.77 -2.16 -5.18 0.4212
H -5.29 -0.68 -5.25 0.4842
H -5.83 -2.01 -6.22 0.2046
H -3.64 -2.27 -4.98 0.2595
H -4.70 -3.65 -4.99 0.3451
H -4.33 -1.59 -2.75 -0.1398
H -5.41 -2.97 -2.61 0.3711
H -3.00 -4.12 -3.43 0.9937
H -0.99 -2.64 -0.81 0.2974
H -1.76 1.28 -2.57 0.3756
H 0.80 -1.14 -1.73 0.3322
H -2.51 -1.95 0.80 0.6919
H -4.75 -3.07 -0.29 0.4658
H -3.68 -3.86 0.67 0.6507
H -5.62 -4.70 -1.34 0.4683
H -4.73 -5.58 -2.57 0.3693
H -4.61 -6.07 -0.88 0.5149
H -1.80 -6.02 -2.17 0.1489
H -0.95 -4.62 -0.64 0.0328
C -1.75 -2.33 -7.71 -1.5461
C -2.71 -3.34 -8.33 -0.4417
N -3.84 -2.72 -8.98 0.3039
C -4.90 -3.66 -9.32 -0.7094
C -4.60 -4.76 -10.33 -1.1662
C -3.52 -1.74 -10.01 -0.7003
C -2.64 -2.19 -11.18 -0.9952
H -2.28 -1.65 -7.04 0.3075
H -0.99 -2.86 -7.12 0.4317
H -1.22 -1.74 -8.46 0.3714
H -3.10 -3.97 -7.53 0.4841
H -2.13 -4.00 -8.99 0.3019
H -5.77 -3.08 -9.66 0.4753
H -5.22 -4.13 -8.38 0.2858
H -4.55 -4.38 -11.35 0.2381
H -5.40 -5.50 -10.31 0.4268
H -3.67 -5.28 -10.11 0.2860
H -3.02 -0.89 -9.52 0.4061
H -4.46 -1.33 -10.39 0.3768
H -1.78 -2.77 -10.85 0.2548
H -2.26 -1.31 -11.71 0.3795
H -3.19 -2.79 -11.91 0.2679
C 2.29 1.24 1.22 -1.4041
C 2.83 2.66 1.35 0.2199
N 2.43 3.50 0.24 0.1654
C 3.15 4.76 0.19 -0.8741
C 2.96 5.75 1.34 -0.7740
C 1.00 3.57 -0.02 -0.4132
C 0.09 4.04 1.11 -1.1232
H 2.58 0.81 0.26 0.2683
H 2.71 0.61 2.01 0.4973
H 1.21 1.20 1.31 0.2249
H 3.92 2.63 1.37 0.0464
H 2.51 3.06 2.33 0.1200
H 2.92 5.26 -0.76 0.3308
H 4.22 4.52 0.13 0.3536
H 1.99 6.25 1.30 0.3412
H 3.72 6.53 1.29 0.5656
H 3.05 5.26 2.31 0.0121
H 0.67 2.58 -0.33 0.1067
H 0.86 4.21 -0.90 0.3736
H 0.33 3.56 2.06 0.2412
H -0.95 3.79 0.87 0.3991
H 0.13 5.12 1.26 0.3528
C 10.42 3.58 2.96 -1.4544
C 9.67 3.99 1.70 -0.3372
N 8.33 3.42 1.63 0.1688
C 7.71 3.56 0.32 -0.6273
C 7.41 4.98 -0.19 -0.8653
C 7.47 3.69 2.76 -0.9093
C 7.20 5.16 3.13 -0.3977
H 10.43 2.49 3.06 0.3374
H 11.45 3.93 2.90 0.4338
H 9.98 4.00 3.86 0.2899
H 10.22 3.63 0.83 0.4906
H 9.67 5.09 1.64 0.2673
H 6.79 2.97 0.32 0.2931
H 8.37 3.07 -0.40 0.3910
H 6.56 5.42 0.32 -0.0013
H 7.15 4.93 -1.26 0.4025
H 8.26 5.64 -0.09 0.3656
H 7.89 3.19 3.64 0.3987
H 6.52 3.18 2.59 0.1419
H 8.11 5.76 3.14 0.3504
H 6.77 5.20 4.14 0.1425
H 6.48 5.62 2.46 0.1040
C -2.55 -8.68 6.89 -1.4137
C -1.84 -8.56 5.55 -0.3603
N -2.52 -7.67 4.63 0.1607
C -2.04 -7.76 3.26 -0.6819
C -0.59 -7.35 2.97 -0.9960
C -2.77 -6.32 5.12 -0.6393
C -1.57 -5.48 5.58 -0.9449
H -3.59 -8.96 6.75 0.3345
H -2.07 -9.45 7.50 0.4341
H -2.52 -7.75 7.46 0.2917
H -1.81 -9.54 5.09 0.4468
H -0.80 -8.27 5.73 0.2729
H -2.71 -7.18 2.62 0.3194
H -2.16 -8.80 2.95 0.3848
H -0.46 -6.27 3.00 0.1419
H -0.31 -7.68 1.97 0.3766
H 0.11 -7.80 3.68 0.3556
H -3.47 -6.40 5.96 0.3739
H -3.32 -5.78 4.34 0.2764
H -0.90 -6.06 6.21 0.2465
H -1.92 -4.63 6.16 0.3838
H -1.00 -5.09 4.74 0.2435
C 2.20 8.98 7.55 -1.4455
C 2.50 7.85 6.58 -0.3177
N 3.89 7.79 6.18 0.1182
C 4.13 6.93 5.04 -0.7448
C 3.86 5.42 5.21 -0.6715
C 4.85 7.70 7.27 -0.7121
C 4.72 6.53 8.25 -0.9631
H 2.55 9.94 7.15 0.3387
H 1.13 9.06 7.72 0.4385
H 2.67 8.82 8.52 0.2989
H 1.91 8.01 5.67 0.4418
H 2.14 6.91 7.01 0.2555
H 5.17 7.06 4.71 0.2844
H 3.52 7.29 4.21 0.4053
H 4.62 4.94 5.82 0.2657
H 3.87 4.94 4.24 0.0235
H 2.88 5.23 5.67 0.3250
H 4.80 8.63 7.84 0.4137
H 5.85 7.70 6.83 0.3509
H 3.69 6.38 8.57 0.2412
H 5.32 6.73 9.14 0.3807
H 5.09 5.59 7.82 0.2723
```

HOMO level: -9.09 eV
Net charge: +1
Kohn-Sham gap: 5.11 eV
Multiplicity: 1